1.
C9H19O3PS | ωB97M-V/def2-TZVPD

Structure (XYZ):
```
33
Properties=species:S:1:pos:R:3
S -2.0066 2.5138 -1.2798
P -0.1718 2.0710 -2.2273
C -0.0167 0.2912 -1.8974
C -0.2694 -0.6853 -2.8610
C -0.1407 -2.0340 -2.5352
C 0.2360 -2.3893 -1.2483
C 0.4927 -1.4244 -0.2852
C 0.3610 -0.0767 -0.6082
H -2.5837 1.3051 -1.2884
H -0.5502 2.0002 -3.5884
H -0.5716 -0.3618 -3.8488
H -0.3611 -2.7750 -3.2919
H 0.3392 -3.4354 -0.9928
H 0.7890 -1.6997 0.7185
H 0.5555 0.6905 0.1308
C 2.6225 0.2044 2.3437
O 1.5173 -0.6039 2.7468
H 2.7343 0.0898 1.2673
H 2.4311 1.2498 2.5822
H 3.5491 -0.1150 2.8275
H 1.4208 -0.5199 3.6991
C -4.2225 -2.8599 -3.3148
O -4.0088 -1.6589 -2.5806
H -5.2457 -2.8398 -3.6810
H -3.5420 -2.9205 -4.1689
H -4.0896 -3.7380 -2.6774
H -3.0967 -1.6722 -2.2739
C 2.5944 3.7884 4.7505
O 1.8931 2.5707 4.5182
H 3.6512 3.5800 4.6045
H 2.2892 4.5668 4.0472
H 2.4454 4.1490 5.7710
H 0.9550 2.7392 4.6420
```

## Properties
HOMO ... -8.61 eV
Kohn-Sham gap ... 9.19 eV
SMILES ... SPc1ccccc1.CO.CO.CO
Molar mass ... 238.3 g mol⁻¹
Energy above the lowest of the compared OMol25 structures with the same formula, charge and spin ... 213.2 kJ/mol
F_max ... 0.010 Eh/bohr
Energy ... -1319.5320 Eh

Mulliken atomic charge list, values in e, 8 entries: number 1, S, carries -0.25; number 2, P, carries 0.01; number 3, C, carries 0.42; number 4, C, carries -0.33; number 5, C, carries -0.59; number 6, C, carries -0.49; number 7, C, carries -0.43; number 8, C, carries -0.38

2.
C9H20BInN2O4 | ωB97M-V/def2-TZVPD

Structure (XYZ):
```
37
Properties=species:S:1:pos:R:3
C -1.5217 -2.9923 -1.7167
C -1.7560 -1.5275 -2.2491
C -0.4687 -0.6641 -1.9711
C -0.4612 0.5477 -2.9967
In -0.5792 0.0473 0.1994
C 0.9185 1.6881 0.6715
C 2.3721 1.3515 0.4019
O 2.8966 1.7768 -0.6160
N 3.2131 0.5682 1.2820
C 3.8985 1.4084 2.2801
C 2.4515 -0.4646 2.0333
B -2.7140 0.9368 0.4186
N -3.4274 1.5745 -0.7415
O -3.3999 0.8550 1.6540
C -0.5117 -1.6750 1.6877
O -0.1069 -2.8146 1.3636
O -0.8843 -1.3968 2.8949
H -2.1912 -3.7475 -2.2003
H -0.4582 -3.2417 -1.9070
H -1.7719 -3.0216 -0.6362
H -2.6567 -1.1102 -1.7490
H -1.9590 -1.6214 -3.3497
H 0.4420 -1.2937 -2.0801
H 0.4249 0.4079 -3.6589
H -1.3927 0.5226 -3.6102
H -0.4404 1.5341 -2.4886
H 0.6478 2.5561 0.0296
H 0.7993 2.0284 1.7316
H 4.2906 0.7650 3.0993
H 4.8009 1.8817 1.8273
H 3.1941 2.1523 2.7211
H 3.0815 -1.0003 2.7751
H 2.0960 -1.2323 1.3172
H 1.6000 0.0049 2.5791
H -3.2168 2.5713 -0.7761
H -4.4368 1.4903 -0.5570
H -2.7724 1.1344 2.3372
```

## Properties
HOMO ... 0.65 eV
Kohn-Sham gap ... 4.50 eV
Molar mass ... 345.9 g mol⁻¹
Net charge ... -2
F_max ... 0.035 Eh/bohr
Energy ... -980.3453 Eh

Mulliken atomic charge list, values in e, 8 entries: number 1, C, carries -1.00; number 2, C, carries -0.43; number 3, C, carries -0.09; number 4, C, carries -1.28; number 5, In, carries 0.59; number 6, C, carries -0.70; number 7, C, carries 0.26; number 8, O, carries -0.67

3.
C9H20BN7OPtS | ωB97M-V/def2-TZVPD

Structure (XYZ):
```
40
Properties=species:S:1:pos:R:3
Pt 0.0000 0.0000 0.0000
B -1.6765 2.3156 2.1327
N -0.4106 2.7064 1.3213
C 0.1440 3.9340 1.3602
C 1.2439 3.9456 0.5329
C 1.3099 2.6737 0.0081
N 0.2946 1.9395 0.5018
N -2.1653 0.8516 1.9559
C -3.2458 0.3506 2.5862
C -3.4016 -0.9650 2.2130
C -2.3670 -1.2131 1.3380
N -1.6298 -0.0949 1.1978
H -1.4464 2.4937 3.2894
H -2.5637 3.0452 1.8119
H -0.2231 4.7660 1.9484
H 1.9115 4.7739 0.3372
H 2.0498 2.3047 -0.6892
H -3.8795 0.9008 3.2709
H -4.1697 -1.6544 2.5366
H -2.1627 -2.1483 0.8344
N -0.2784 -1.9546 -0.5070
N 0.4510 -2.7946 0.3584
C 1.1715 -2.2856 1.4142
N 1.7535 -3.2540 2.1777
S 1.3757 -0.6893 1.8174
H -1.2789 -2.2087 -0.4138
H 0.0787 -2.1222 -1.4645
H 0.2384 -3.7887 0.3789
H 2.0017 -4.1395 1.7609
H 2.3772 -2.9209 2.9048
C -1.6599 -0.0504 -3.7751
C -0.9979 -0.4537 -2.4634
O -1.1443 0.5651 -1.5124
H -1.5201 -0.8546 -4.5278
H -1.2038 0.8867 -4.1589
H -2.7476 0.1108 -3.6191
H 0.0853 -0.6171 -2.6461
H -1.4358 -1.4063 -2.0878
H -2.0710 0.4957 -1.1624
H 1.3809 0.0678 -1.0195
```

## Properties
HOMO (spin up / spin down) ... -11.84 / -15.76 eV
Kohn-Sham gap (spin up / spin down) ... 5.87 / 5.24 eV
Molar mass ... 480.3 g mol⁻¹
Energy above the lowest of the compared OMol25 structures with the same formula, charge and spin ... 0.0 kJ/mol
Net charge ... +2
Spin multiplicity ... 5
F_max ... 0.143 Eh/bohr
Energy ... -1354.9453 Eh

Mulliken atomic charge list, values in e, 8 entries: number 1, Pt, carries 1.23; number 2, B, carries -0.24; number 3, N, carries 0.45; number 4, C, carries -0.26; number 5, C, carries -0.74; number 6, C, carries -0.03; number 7, N, carries -0.30; number 8, N, carries -0.11